No. 1
C32H54N2O10 | ωB97M-V/def2-TZVPD

LUMO energy (spin up / spin down) = -4.18 / -8.30 eV
net charge = +1
HOMO (spin up / spin down) = -0.4059 / -0.4058 Eh
spin multiplicity = 2

CARTESIAN COORDINATES (ANGSTROEM)
1 C 5.27645 14.92408 -32.50186
2 H 5.27773 19.09955 -32.15608
3 H 10.53844 7.20632 -31.20452
4 C 4.45254 10.44767 -32.73563
5 H 6.14152 11.12278 -33.77258
6 C 8.93452 6.29706 -27.58133
7 C 1.99510 11.31616 -23.94521
8 H 2.49492 15.80219 -29.58178
9 H 8.11154 9.66312 -29.74413
10 H 5.80470 5.66873 -27.80933
11 H 3.77579 11.19101 -33.13043
12 H 6.97900 7.91221 -31.11058
13 O 5.08474 12.50864 -28.05816
14 H 10.01452 6.35073 -27.44420
15 H 3.53041 4.82082 -28.85558
16 O 7.85776 11.60301 -28.97741
17 H 10.53000 8.32580 -29.79074
18 O 5.95859 16.18313 -34.36600
19 H 2.65782 11.71908 -22.00665
20 H 7.67471 9.46193 -32.68773
21 O 8.94216 6.98780 -29.99723
22 C 2.55860 6.61317 -28.46741
23 H 7.96684 8.78812 -25.74461
24 C 4.94127 8.63093 -31.07388
25 H 4.21667 16.00834 -29.34586
26 C 3.65462 5.81981 -28.46444
27 H 9.61611 8.59976 -26.01843
28 H 4.52083 8.07630 -30.24804
29 O 4.33004 18.48151 -30.32489
30 O 9.84913 12.48500 -25.36662
31 H 3.56886 13.23175 -26.89874
32 C 6.63734 9.48862 -32.38854
33 O 8.23765 7.49129 -27.23337
34 H 1.14856 11.05391 -25.84837
35 H 3.34885 17.11828 -31.50489
36 C 5.79603 10.39944 -33.04883
37 H 5.22057 10.60845 -29.11030
38 C 6.81128 12.06852 -29.79529
39 N 6.21203 15.93061 -33.11670
40 C 3.28364 16.38033 -26.96028
41 H 3.86712 20.03725 -31.67822
42 H 11.37531 14.06613 -26.68726
43 H 1.69672 6.24735 -29.00571
44 H 3.92445 11.60410 -26.61435
45 C 3.72242 8.30247 -27.37852
46 H 7.53218 5.80021 -29.11007
47 C 4.04863 9.54571 -31.70000
48 H 6.86794 13.15588 -29.84556
49 H 5.25330 20.04552 -30.66903
50 H 8.84735 9.86056 -28.21959
51 C 4.84112 7.44447 -27.28943
52 H 3.12063 16.97566 -26.06188
53 N 10.52809 12.16674 -26.30116
54 C 0.93813 13.87033 -23.92908
55 H 4.33949 16.14085 -27.08642
56 C 3.24661 17.56804 -30.51729
57 C 10.36796 7.30345 -30.13232
58 C 8.60310 5.98398 -29.02372
59 H 2.25756 18.02444 -30.47747
60 H 0.61536 14.90020 -23.96866
61 H 5.68259 7.82714 -26.73095
62 H 2.45145 10.33790 -23.91093
63 H 7.16534 9.83172 -28.24908
64 H 3.00152 9.54993 -31.43551
65 O 2.89402 17.18285 -28.12919
66 H 1.69911 13.89414 -21.85285
67 C 1.63309 13.41729 -22.81963
68 C 0.66908 12.98936 -25.01323
69 H 10.98610 6.61271 -29.55883
70 H 6.74321 11.62282 -30.78768
71 C 10.89618 13.25777 -27.23962
72 H 3.73203 9.22854 -26.82292
73 H 4.60912 15.26469 -31.71019
74 O 7.05122 16.50274 -32.42530
75 H 5.95170 14.17481 -32.08867
76 H 8.48306 5.54529 -26.93392
77 C 1.26110 11.74282 -25.02426
78 C 4.84744 6.16779 -27.84032
79 H 2.99344 11.93569 -28.02007
80 C 8.69616 8.01585 -25.98916
81 C 2.54249 7.85590 -27.94524
82 H 9.92600 13.57368 -27.62308
83 C 5.39120 11.68029 -29.21109
84 H 4.66332 12.02817 -29.94407
85 C 2.13967 12.14232 -22.85447
86 C 3.27016 16.54628 -29.39894
87 H 0.14581 13.37297 -25.87660
88 C 8.01005 10.22426 -28.81520
89 C 3.82845 12.31764 -27.43273
90 H 1.67637 8.49099 -28.05884
91 C 4.66029 19.38898 -31.30573
92 O 10.86166 11.01122 -26.62008
93 H 11.54559 13.03081 -28.08511
94 H 8.66424 7.28775 -25.17863
95 C 6.19180 8.52481 -31.52464
96 H 4.69469 14.55538 -33.34668
97 H 9.00639 5.00573 -29.28544
98 H 2.67244 15.48344 -26.85959

No. 2
C16H31N2OPSiSn | ωB97M-V/def2-TZVPD

LUMO energy (spin up / spin down) = -0.56 / -0.56 eV
net charge = 0
HOMO (spin up / spin down) = -0.1996 / -0.1996 Eh
spin multiplicity = 1

CARTESIAN COORDINATES (ANGSTROEM)
1 H 1.23709 -0.87335 -3.52540
2 C 0.13952 -0.84138 -3.53966
3 H 1.54093 0.87707 0.51422
4 H -0.31721 -1.58717 5.69187
5 H -0.21441 -0.73176 -4.57324
6 H 4.28031 2.02646 -0.18948
7 H 2.51521 0.40783 -2.22395
8 C 0.14473 2.04680 -3.52180
9 C -0.23871 -5.33822 -0.76241
10 C 3.22353 2.25092 -0.37491
11 H -0.07550 3.63108 -0.60033
12 H 2.14556 -1.25558 5.19253
13 H -1.62682 1.74667 2.25374
14 C -0.63075 -2.64613 -0.18697
15 H 2.78908 2.71953 0.51868
16 H -2.30429 -5.59327 -0.12438
17 H -2.72826 -0.29925 -2.56424
18 H 3.13809 2.92987 -1.23184
19 N 0.67438 -0.43364 2.58483
20 H -1.44798 4.68628 -1.05602
21 H 1.45482 -2.35035 -0.82034
22 C 0.21639 -0.68692 6.01720
23 H 1.76799 -4.77532 -1.35959
24 H -0.24551 -1.78445 -3.12327
25 C -1.48122 -4.89589 -0.27909
26 C -2.15514 3.03697 0.26738
27 H 1.24527 2.05260 -3.54017
28 H -2.77818 1.48332 -2.60394
29 O -2.55103 2.16529 -0.48857
30 H 3.13880 -0.45754 -0.02735
31 H -1.10063 3.26733 2.36307
32 C -2.28072 0.59656 -3.02190
33 C 0.99672 -0.38742 3.68395
34 H -2.88767 3.11038 2.39488
35 C -1.95701 2.77011 1.88721
36 H -0.48396 0.16672 5.96147
37 H -0.20872 2.98721 -3.07355
38 Si 2.39962 0.62760 -0.71639
39 C 0.65602 -3.09941 -0.68559
40 H -2.41667 0.56662 -4.11552
41 P -0.52455 0.60446 -2.68264
42 H 0.52035 -0.81528 7.05211
43 Sn -0.19371 0.39782 -0.14642
44 N -1.01969 -1.39545 0.08881
45 C 0.80568 -4.42436 -0.96708
46 H 1.92856 0.49820 5.36398
47 H -0.79181 4.59918 0.60918
48 H -0.23639 1.97051 -4.54978
49 C 1.41646 -0.43731 5.09514
50 C -1.06679 4.02254 -0.25005
51 C -1.68960 -3.59132 0.00485
52 H -2.63664 -3.15545 0.35932
53 H -0.08558 -6.38970 -0.97858

No. 3
C5H32NO14 | ωB97M-V/def2-TZVPD

LUMO energy = 2.34 eV
net charge = -1
ΔE to the lowest compared entry with this formula, charge and spin = 131.45 kcal per mole
HOMO = -0.2215 Eh
spin multiplicity = 1

CARTESIAN COORDINATES (ANGSTROEM)
1 H -0.46621 -3.67563 -1.81641
2 O 3.72156 0.64592 -2.72412
3 H -1.48563 -1.76951 3.95989
4 C -1.95977 2.68526 -1.59012
5 H -0.15966 -1.63670 -4.47014
6 C -1.91919 2.34010 -0.02462
7 H -2.39055 1.15762 2.88497
8 O 1.49513 -0.37323 3.76829
9 H 0.81372 2.19632 0.88583
10 H -2.31072 3.71665 -1.66303
11 O 4.36617 -0.71739 0.75192
12 O -0.96329 -1.15681 3.61746
13 H 0.64369 -3.80379 -1.00594
14 H 2.93510 1.14911 -2.73852
15 H -0.11725 -2.02944 2.23803
16 H -2.96769 -1.64931 0.35911
17 H 3.72337 -0.11288 1.10173
18 H 1.37627 0.18331 4.52869
19 H -0.35938 0.66999 -2.02146
20 H -1.18454 -3.34554 0.30720
21 H -1.69144 -0.61603 3.07354
22 O -2.38007 3.15924 0.78638
23 H -0.43160 -1.25528 0.96283
24 H 1.57371 -2.28021 0.53688
25 H 2.49506 -3.52843 0.27363
26 H 0.62951 -0.86802 3.75922
27 H 3.44697 0.10663 -1.88357
28 H -2.28252 -3.01112 -0.73147
29 H 2.37327 1.79077 0.45158
30 O -1.76717 -3.70926 -0.24670
31 H 0.04802 3.36779 -1.05669
32 H -2.81013 -0.94116 -0.90057
33 O -0.78153 -1.81866 -3.73142
34 H -1.86942 0.69370 1.54662
35 H -0.31437 3.58632 -2.73551
36 O -2.38008 0.44566 2.39524
37 O 0.53030 -3.73411 -2.00579
38 H 4.06493 -1.52775 0.81883
39 O -1.25259 1.30957 0.21409
40 H -0.20785 -2.04480 -3.01867
41 C 1.54568 1.90944 0.00452
42 O 0.46697 4.14853 1.49819
43 C -0.51815 2.91523 -1.86767
44 H -0.32256 4.03852 0.83934
45 O -3.15349 -1.74624 -0.50920
46 C 0.21118 1.54883 -2.09700
47 H -2.49302 1.79479 -2.08297
48 O 2.27211 -2.66543 0.15541
49 N 1.39770 1.42547 -1.20243
50 H 0.38869 3.59271 2.28553
51 O -0.17668 -1.96435 1.21471
52 H 0.59743 1.40360 -3.09566

- What is the formula in the third record?
  C5H32NO14